Entry 1:
25
Properties=species:S:1:pos:R:3:lowdin_charge:R:1 method="wB97M-V/def2-TZVPD" lumo_energy_ev=0.51 energy_ev=-14077.7116 homo_energy_ev=-9.2 total_charge=0
C 2.3835 1.0329 -0.4039 -0.1084
C 1.1448 1.4216 -1.2190 -0.3459
N -0.0686 0.6515 -1.0723 0.0080
H 2.6358 0.0020 -0.6560 0.0538
H 3.1842 1.7232 -0.6643 0.0690
H 2.2837 1.1388 0.6808 0.0565
H 0.8826 2.4757 -1.1065 0.1054
H 1.5020 1.3768 -2.2567 0.0944
H -0.6358 1.0197 -0.3228 0.0313
H 0.0718 -0.3170 -0.8115 0.0300
O -2.6245 0.8597 1.2983 -0.0640
H -3.0544 1.1825 2.0971 0.0597
H -2.7459 -0.1038 1.2855 0.0221
O -0.0026 1.4537 2.1800 -0.0778
H -0.8651 1.1333 1.8447 -0.0132
H 0.2571 2.1328 1.5509 0.0206
O 1.1418 -1.7879 0.8174 -0.0522
H 1.5327 -1.2388 1.5136 0.0557
H 1.7853 -1.8004 0.0990 0.0352
O -1.9377 -1.8962 0.8995 -0.0552
H -1.0244 -2.1070 1.1396 0.0260
H -2.0155 -2.0813 -0.0439 0.0147
O -1.1976 -2.4234 -2.0523 -0.0576
H -2.0435 -2.0053 -2.2695 0.0529
H -0.5897 -1.8429 -2.5277 0.0390

Entry 2:
90
Properties=species:S:1:pos:R:3:lowdin_charge:R:1 method="wB97M-V/def2-TZVPD" lumo_energy_ev=0.57 energy_ev=-42185.3964 homo_energy_ev=-10.0 total_charge=0
C -1.2836 2.7216 4.6130 -0.0780
C -0.7560 2.9323 3.2159 -0.3014
O -0.1714 1.7543 2.6480 -0.0960
H -0.4442 2.5538 5.3008 0.0779
H -1.9580 1.8723 4.6634 0.0556
H -1.7435 3.6384 4.9908 0.0810
H -0.0110 3.7371 3.2135 0.1132
H -1.5406 3.2046 2.5142 0.1019
H 0.4866 1.3453 3.2171 0.0958
C -0.3897 -3.2306 1.7574 -0.0797
C 0.1577 -4.1942 0.6977 -0.2490
O 0.3596 -3.4489 -0.5490 -0.1113
H -0.7964 -3.7617 2.6196 0.0775
H -1.1405 -2.5674 1.3271 0.0517
H 0.4059 -2.5733 2.1198 0.0710
H -0.4978 -5.0414 0.5039 0.1079
H 1.1280 -4.5420 1.0667 0.1030
H 1.3004 -3.5521 -0.7422 0.0568
C -3.7759 0.2748 -1.1309 -0.0778
C -4.0960 1.7431 -1.2742 -0.3192
O -4.5700 2.3355 -0.0751 -0.0813
H -2.8389 0.1569 -0.5853 0.0373
H -3.6810 -0.1949 -2.1099 0.0836
H -4.5658 -0.2397 -0.5822 0.0757
H -4.8473 1.9158 -2.0613 0.1150
H -3.2257 2.3087 -1.5962 0.0783
H -5.4194 1.9325 0.1273 0.0809
C 4.2800 -1.9077 0.9784 -0.0848
C 4.2379 -3.2283 1.7437 -0.3118
O 5.5184 -3.6336 2.2530 -0.0852
H 4.9656 -1.9470 0.1282 0.0657
H 4.6037 -1.0811 1.6102 0.0759
H 3.2910 -1.6804 0.5890 0.0585
H 3.8045 -4.0159 1.1190 0.0983
H 3.6437 -3.0982 2.6487 0.1081
H 6.0890 -3.8023 1.4954 0.0764
C -0.1684 -0.2307 -0.7319 -0.0939
C 0.0562 1.2035 -1.0528 -0.3193
O 0.7756 1.8547 -0.0296 -0.0789
H 0.7887 -0.7247 -0.6131 0.0578
H -0.6651 -0.7334 -1.5696 0.0854
H -0.7452 -0.3969 0.1769 0.0620
H -0.9083 1.7002 -1.2538 0.0952
H 0.6108 1.2853 -1.9902 0.1195
H 0.1620 1.9742 0.7116 0.0435
C -3.2394 -0.4931 2.2387 -0.1024
C -4.2289 -0.1080 3.2888 -0.3003
O -4.7553 -1.3330 3.8429 -0.0868
H -2.8364 0.3606 1.6790 0.0652
H -3.6460 -1.2185 1.5389 0.0765
H -2.3159 -0.8906 2.6739 0.0708
H -5.0751 0.4412 2.8593 0.1079
H -3.7802 0.5027 4.0763 0.0968
H -5.2575 -1.1357 4.6380 0.0749
C 2.6870 -3.0010 -4.1832 -0.0844
C 3.0261 -2.4841 -2.7902 -0.2918
O 3.7885 -3.4562 -2.0438 -0.0931
H 3.5697 -2.9809 -4.8334 0.0746
H 1.9192 -2.4000 -4.6791 0.0816
H 2.3486 -4.0352 -4.2061 0.0557
H 2.1509 -2.1602 -2.2298 0.0851
H 3.6566 -1.5945 -2.9161 0.1143
H 4.6607 -3.4356 -2.4478 0.0821
C 3.7478 5.6346 1.3948 -0.0931
C 4.1164 4.9875 0.0741 -0.3482
O 3.8712 3.6078 0.0764 -0.0740
H 3.8480 6.7170 1.3699 0.0702
H 4.4051 5.2305 2.1696 0.0749
H 2.7319 5.3711 1.7117 0.0665
H 5.2015 5.0894 -0.0252 0.1105
H 3.6675 5.5002 -0.7840 0.1078
H 2.9259 3.4421 0.1910 0.0653
C -1.5610 -5.7315 -4.1751 -0.0899
C -0.2884 -5.0029 -3.7507 -0.3288
O -0.6390 -3.6507 -3.5039 -0.0895
H -2.2290 -5.9241 -3.3374 0.0705
H -1.2846 -6.7136 -4.5793 0.0718
H -2.0683 -5.1825 -4.9661 0.0733
H 0.4220 -5.0641 -4.5802 0.0930
H 0.1058 -5.4735 -2.8461 0.1124
H -0.1753 -3.3181 -2.7308 0.0376
C -1.9447 6.1104 -1.3272 -0.0885
C -1.9883 4.6888 -0.8286 -0.3214
O -1.1580 4.4895 0.3169 -0.0804
H -0.9258 6.4184 -1.5834 0.0745
H -2.2904 6.8002 -0.5572 0.0755
H -2.5559 6.2149 -2.2260 0.0755
H -1.6956 3.9933 -1.6200 0.1003
H -3.0102 4.4678 -0.5159 0.1021
H -0.3264 4.1012 0.0238 0.0629

Entry 3:
130
Properties=species:S:1:pos:R:3:lowdin_charge:R:1 method="wB97M-V/def2-TZVPD" lumo_energy_ev=0.38 energy_ev=-63916.6927 homo_energy_ev=-8.2 total_charge=0
C 1.8615 3.0845 -0.5492 -0.0883
O 1.1647 2.3972 0.5370 -0.1777
C 0.0300 1.6737 0.0816 -0.2338
C -0.7530 1.1188 1.2298 -0.4327
C -0.0525 -0.0957 1.8981 -0.0608
N -2.0954 0.6276 0.8658 0.0303
H 2.7506 3.4501 -0.0354 0.0815
H 1.5158 4.0639 -0.8799 0.0769
H 2.0876 2.4954 -1.4380 0.0814
H -0.6771 2.3634 -0.3795 0.1203
H 0.3682 0.9450 -0.6550 0.1290
H -0.8692 1.9621 1.9106 0.1358
H 0.9577 0.0673 2.2737 0.0717
H 0.1285 -0.9204 1.2089 0.0739
H -0.6495 -0.5333 2.6983 0.0663
H -2.5235 0.5118 1.7733 0.0656
H -2.6162 1.3814 0.4407 0.0619
C 8.8807 11.4026 -5.8663 -0.1111
O 8.2252 10.1122 -5.7724 -0.1969
C 6.7880 10.3384 -6.0395 -0.1846
C 5.8635 9.1144 -5.9618 -0.4349
C 5.7360 8.6330 -4.5189 -0.0692
N 6.3639 7.9512 -6.7079 0.0271
H 8.5287 12.0523 -5.0651 0.0855
H 8.8566 11.9510 -6.8080 0.0793
H 9.9502 11.1930 -5.8801 0.0839
H 6.4636 11.0622 -5.2918 0.1179
H 6.6482 10.6855 -7.0633 0.1175
H 4.9374 9.3173 -6.4995 0.1341
H 6.7051 8.7983 -4.0481 0.0808
H 5.2326 7.6677 -4.4655 0.0765
H 5.0592 9.2290 -3.9067 0.0686
H 7.3330 8.0141 -6.4304 0.0590
H 6.3974 8.0711 -7.7102 0.0667
C 4.6093 -5.5298 12.2465 -0.1137
O 5.2994 -5.6444 11.0089 -0.2154
C 4.7709 -4.9751 9.8425 -0.1984
C 3.9489 -5.9281 8.9638 -0.1823
N 2.8785 -5.2115 8.2253 -0.0731
C 3.3595 -4.1917 7.2023 -0.1535
C 4.4961 -4.6264 6.2520 -0.2282
O 5.8096 -4.6017 6.7840 -0.2308
C 6.7346 -5.3942 6.0699 -0.1101
H 3.5231 -5.4398 12.2332 0.0815
H 4.9725 -4.5716 12.6182 0.0815
H 4.8905 -6.3583 12.8964 0.0840
H 5.7028 -4.6569 9.3752 0.1144
H 4.1749 -4.1108 10.1356 0.1186
H 3.4346 -6.6234 9.6273 0.1200
H 4.6374 -6.3930 8.2583 0.1031
H 2.2201 -5.8175 7.7569 0.0865
H 3.8116 -3.4196 7.8249 0.1064
H 2.5567 -3.8653 6.5413 0.1136
H 4.7371 -3.7968 5.5873 0.1213
H 4.2815 -5.5315 5.6838 0.1200
H 6.7902 -4.9594 5.0720 0.0808
H 6.3947 -6.4208 5.9333 0.0837
H 7.7524 -5.3870 6.4601 0.0903
C -14.3071 -4.1305 2.8566 -0.1248
O -13.6685 -3.1323 2.0620 -0.2067
C -12.8155 -2.1208 2.7021 -0.1667
C -11.5337 -2.5860 3.3996 -0.2532
N -10.6986 -1.4511 3.4195 -0.0827
C -9.7380 -1.2286 2.3552 -0.1668
C -8.5010 -2.1603 2.5382 -0.2522
O -7.7430 -1.7744 3.6672 -0.1622
C -7.0328 -2.9460 3.9741 -0.1317
H -13.5354 -4.7654 3.2920 0.0763
H -14.7938 -4.8472 2.1951 0.0780
H -15.1075 -3.8671 3.5479 0.0810
H -13.4570 -1.4987 3.3263 0.1241
H -12.3882 -1.6255 1.8302 0.1092
H -11.0433 -3.4338 2.9212 0.1144
H -11.9053 -2.9682 4.3503 0.1197
H -10.2720 -1.4744 4.3347 0.1129
H -9.3856 -0.1984 2.4049 0.1170
H -10.1000 -1.4351 1.3481 0.1198
H -7.8520 -2.0315 1.6720 0.1199
H -8.8642 -3.1867 2.4880 0.1093
H -6.6008 -3.2987 3.0376 0.0850
H -7.6637 -3.7112 4.4263 0.0912
H -6.2172 -2.7405 4.6673 0.0892
C 5.7719 -0.3568 -0.7246 -0.0916
O 7.0752 -0.8230 -1.1411 -0.1959
C 7.1177 -1.7137 -2.2893 -0.1908
C 6.3934 -1.2880 -3.5376 -0.2032
N 6.5716 0.1651 -3.7700 -0.0563
C 5.8658 0.6525 -4.8951 -0.2180
C 4.5195 0.0529 -5.3955 -0.1965
O 4.6739 -1.3249 -5.7297 -0.2270
C 4.9960 -1.5546 -7.0832 -0.1164
H 5.0098 -1.1359 -0.7441 0.0871
H 5.4764 0.4683 -1.3727 0.0695
H 5.7916 -0.0645 0.3253 0.0859
H 6.8434 -2.7181 -1.9669 0.1156
H 8.1521 -1.8844 -2.5876 0.1186
H 5.3170 -1.4494 -3.5961 0.0991
H 6.7676 -1.8370 -4.4018 0.1202
H 6.6066 0.6059 -2.8620 0.0839
H 6.5084 0.6817 -5.7751 0.1072
H 5.6790 1.6768 -4.5725 0.1199
H 3.9358 0.5761 -6.1529 0.1213
H 3.8321 0.0693 -4.5497 0.1122
H 5.5341 -0.8122 -7.6726 0.0872
H 4.0218 -1.6759 -7.5566 0.0825
H 5.5151 -2.4989 -7.2476 0.0853
C -6.9443 3.2216 -1.8581 -0.0619
O -6.0240 2.1968 -2.3668 -0.1985
C -6.0130 1.9936 -3.7164 -0.2945
C -4.8802 1.0925 -4.0309 -0.1899
N -5.2908 -0.1969 -3.4334 -0.0633
C -4.2051 -1.2005 -3.5511 -0.1960
C -4.0857 -1.7830 -4.9815 -0.1451
O -3.3902 -0.8768 -5.9488 -0.2438
C -2.0389 -0.6280 -5.6778 -0.1307
H -6.3340 3.9806 -1.3686 0.0823
H -7.5279 2.8440 -1.0185 0.0725
H -7.7633 3.6165 -2.4594 0.0872
H -5.7099 3.0044 -3.9893 0.1244
H -6.9421 1.6385 -4.1621 0.1325
H -4.0558 1.3966 -3.3860 0.1169
H -4.5389 1.0179 -5.0634 0.1227
H -5.7254 -0.1320 -2.5240 0.1008
H -4.5264 -2.0220 -2.9107 0.1119
H -3.2562 -0.8441 -3.1503 0.0999
H -5.0250 -1.9193 -5.5175 0.1180
H -3.6367 -2.7759 -5.0094 0.1073
H -2.0061 -0.1593 -4.6942 0.0696
H -1.7778 0.1296 -6.4166 0.0886
H -1.4382 -1.5253 -5.8266 0.0878